{"formula": "C7H10", "method": "ωB97M-V/def2-TZVPD", "elements": ["C", "C", "C", "C", "C", "C", "C", "H", "H", "H", "H", "H", "H", "H", "H", "H", "H"], "xyz": [[1.59, -1.09, -0.07], [0.26, -0.36, 0.03], [-0.98, -1.24, 0.08], [-1.47, 0.95, -0.57], [-0.76, 1.65, 0.38], [0.24, 0.77, 1.08], [-0.24, 0.45, -1.12], [1.73, -1.74, 0.81], [1.62, -1.73, -0.96], [2.45, -0.40, -0.11], [-0.85, -2.22, 0.58], [-1.53, -1.35, -0.85], [-2.33, 1.33, -1.12], [-1.00, 2.66, 0.70], [-0.11, 0.50, 2.09], [1.23, 1.24, 1.17], [0.16, 0.59, -2.12]], "homo_energy_ev": [-6.629, -7.020], "orbital_gap_ev": [7.20, 7.74]}

***

{"formula": "C6H9O2", "method": "ωB97M-V/def2-TZVPD", "elements": ["O", "C", "O", "C", "C", "C", "C", "C", "H", "H", "H", "H", "H", "H", "H", "H", "H"], "xyz": [[-2.90, 2.37, -0.97], [-2.38, 1.26, -1.16], [-2.56, 0.34, -2.03], [-1.36, 0.83, -0.03], [-0.37, -0.29, -0.52], [0.15, -1.10, 0.65], [1.49, -1.18, 0.86], [2.39, -0.26, 0.25], [-1.86, 0.62, 0.87], [-0.69, 1.78, 0.18], [-0.89, -0.99, -1.14], [0.40, 0.23, -1.10], [-0.44, -1.91, 1.11], [2.04, -1.91, 1.51], [1.28, 0.63, 1.58], [3.35, -0.39, 0.78], [2.34, -0.04, -0.84]], "charge": -1, "homo_energy_ev": -3.844, "orbital_gap_ev": 6.08}

***

{"formula": "C36H82ClN8O11P3SSi", "method": "ωB97M-V/def2-TZVPD", "elements": ["C", "C", "P", "C", "C", "C", "C", "O", "O", "C", "C", "C", "C", "C", "O", "C", "O", "N", "C", "C", "C", "P", "N", "O", "C", "P", "S", "N", "Cl", "C", "C", "O", "Si", "C", "C", "C", "H", "H", "H", "H", "H", "H", "H", "H", "H", "H", "H", "H", "H", "H", "H", "H", "H", "H", "H", "H", "H", "H", "H", "H", "H", "H", "H", "H", "H", "H", "H", "H", "H", "H", "H", "H", "H", "H", "H", "H", "H", "H", "H", "H", "H", "H", "H", "C", "O", "N", "C", "C", "H", "H", "H", "H", "H", "H", "H", "C", "O", "N", "C", "C", "H", "H", "H", "H", "H", "H", "H", "C", "O", "N", "C", "C", "H", "H", "H", "H", "H", "H", "H", "C", "O", "N", "C", "C", "H", "H", "H", "H", "H", "H", "H", "C", "O", "N", "C", "C", "H", "H", "H", "H", "H", "H", "H"], "xyz": [[2.41, 0.81, 3.09], [3.14, 0.11, 1.91], [2.65, 0.98, 0.34], [4.01, 2.20, 0.07], [2.63, -0.22, -1.15], [3.24, 0.56, -2.32], [3.19, -0.01, -3.75], [2.15, -0.94, -4.01], [1.38, -0.81, -1.36], [0.15, -0.11, -1.46], [-0.84, -1.23, -1.84], [-2.30, -0.83, -1.97], [-3.11, -2.07, -2.44], [-3.93, -2.71, -1.33], [-5.31, -2.31, -1.47], [-6.11, -2.97, -0.59], [-6.57, -4.08, -0.77], [-0.41, 0.60, -0.32], [-0.78, 0.00, 0.74], [-0.27, -1.27, 1.32], [-1.84, 0.67, 1.57], [0.15, 1.23, -2.85], [-0.49, 0.48, -4.25], [-1.06, 2.27, -2.42], [3.53, -1.49, -0.85], [5.29, -1.16, -0.42], [6.21, -2.67, 0.44], [3.35, -2.51, -1.90], [4.73, -2.90, -2.85], [2.61, -3.70, -1.51], [3.41, -4.83, -0.85], [2.97, -5.16, 0.47], [1.60, -6.11, 0.62], [1.83, -7.03, 2.25], [1.35, -7.39, -0.72], [0.07, -5.03, 0.84], [3.06, 1.57, 3.52], [1.52, 1.30, 2.70], [2.11, 0.08, 3.84], [2.85, -0.94, 1.94], [4.21, 0.17, 2.13], [4.21, 2.69, 1.02], [4.91, 1.80, -0.38], [3.64, 2.97, -0.59], [2.73, 1.52, -2.36], [4.28, 0.82, -2.14], [4.16, -0.42, -4.00], [3.06, 0.84, -4.43], [2.41, -1.43, -4.79], [-0.79, -2.02, -1.08], [-0.52, -1.70, -2.76], [-2.50, -0.04, -2.67], [-2.74, -0.55, -1.01], [-3.83, -1.73, -3.19], [-2.48, -2.81, -2.92], [-3.56, -2.43, -0.35], [-3.90, -3.80, -1.44], [-6.37, -2.42, 0.33], [0.03, -1.07, 2.35], [0.57, -1.70, 0.80], [-1.05, -2.02, 1.39], [-1.36, 1.21, 2.39], [-2.45, -0.11, 2.02], [-2.43, 1.33, 0.94], [-0.33, 1.10, -5.04], [-0.12, -0.43, -4.43], [-1.70, 2.26, -3.15], [3.11, -1.91, 0.05], [6.00, -0.78, -1.57], [5.38, -0.06, 0.44], [2.14, -4.08, -2.41], [1.78, -3.38, -0.88], [3.40, -5.70, -1.51], [4.46, -4.57, -0.76], [0.90, -7.40, 2.65], [2.52, -7.85, 2.06], [2.34, -6.39, 2.96], [2.25, -7.93, -1.01], [0.89, -6.93, -1.60], [0.63, -8.10, -0.35], [0.41, -4.00, 0.91], [-0.61, -5.15, 0.00], [-0.42, -5.28, 1.77], [-4.65, 4.13, -3.04], [-4.43, 3.09, -3.62], [-4.77, 4.24, -1.71], [-5.04, 5.51, -1.05], [-4.63, 3.04, -0.90], [-4.77, 5.09, -3.56], [-4.23, 5.74, -0.36], [-5.97, 5.46, -0.49], [-5.12, 6.30, -1.78], [-3.64, 2.60, -1.06], [-5.38, 2.30, -1.19], [-4.75, 3.29, 0.15], [1.71, -4.44, 4.88], [0.57, -4.79, 4.66], [2.17, -4.00, 6.06], [3.55, -3.59, 6.26], [1.24, -3.93, 7.18], [2.49, -4.46, 4.10], [4.01, -4.21, 7.03], [3.59, -2.55, 6.57], [4.10, -3.71, 5.33], [0.83, -4.92, 7.39], [0.41, -3.26, 6.93], [1.76, -3.55, 8.06], [5.69, 3.76, -2.23], [5.16, 4.58, -1.50], [5.66, 3.80, -3.57], [6.31, 2.79, -4.39], [4.94, 4.89, -4.22], [6.25, 2.90, -1.84], [7.06, 3.25, -5.03], [5.57, 2.29, -5.02], [6.79, 2.05, -3.75], [5.37, 5.84, -3.93], [3.90, 4.88, -3.92], [5.01, 4.77, -5.30], [-2.98, -2.85, 3.96], [-2.68, -2.34, 2.90], [-3.51, -2.18, 5.00], [-3.85, -2.84, 6.24], [-3.75, -0.76, 4.86], [-2.84, -3.92, 4.16], [-4.92, -2.74, 6.45], [-3.29, -2.40, 7.07], [-3.61, -3.90, 6.18], [-4.43, -0.57, 4.03], [-2.81, -0.24, 4.65], [-4.18, -0.37, 5.78], [-4.95, 8.91, -1.07], [-5.65, 8.18, -0.40], [-5.41, 9.97, -1.77], [-4.53, 10.81, -2.56], [-6.83, 10.28, -1.72], [-3.86, 8.76, -1.17], [-4.56, 11.84, -2.20], [-4.84, 10.79, -3.61], [-3.50, 10.45, -2.49], [-7.13, 10.47, -0.69], [-7.40, 9.43, -2.09], [-7.03, 11.15, -2.33]], "homo_energy_ev": -7.058, "smiles": "CCP(C)[C@](CCO)(O[C@@](CCCCOC=O)(N=C(C)C)P(N)O)[C@H]([PH2]=S)N(Cl)CCO[Si](C)(C)C.CN(C)C=O.CN(C)C=O.CN(C)C=O.CN(C)C=O.CN(C)C=O", "orbital_gap_ev": 7.42}

***

{"formula": "C4H7N3", "method": "ωB97M-V/def2-TZVPD", "elements": ["C", "C", "N", "C", "N", "C", "N", "H", "H", "H", "H", "H", "H", "H"], "xyz": [[-1.30, 0.98, -0.17], [-1.10, -0.50, 0.22], [0.14, -0.79, 0.91], [1.31, -0.50, 0.26], [2.47, -0.57, 0.77], [1.15, -0.06, -1.13], [1.18, 0.33, -2.22], [-2.08, 1.05, -0.94], [-0.44, 1.50, -0.59], [-1.60, 1.55, 0.71], [-1.13, -1.14, -0.67], [-1.92, -0.82, 0.87], [0.17, -0.77, 1.92], [3.15, -0.26, 0.07]], "homo_energy_ev": -9.613, "smiles": "[H]/N=C(\\C#N)NCC", "orbital_gap_ev": 10.30}

***

{"formula": "C26H77N3O17", "method": "ωB97M-V/def2-TZVPD", "elements": ["C", "C", "O", "O", "H", "H", "H", "H", "H", "H", "C", "C", "O", "O", "H", "H", "H", "H", "H", "H", "C", "C", "O", "O", "H", "H", "H", "H", "H", "H", "C", "C", "O", "O", "H", "H", "H", "H", "H", "H", "C", "C", "O", "O", "H", "H", "H", "H", "H", "H", "C", "C", "O", "O", "H", "H", "H", "H", "H", "H", "C", "O", "H", "H", "H", "H", "C", "O", "H", "H", "H", "H", "C", "C", "C", "O", "C", "N", "H", "H", "H", "H", "H", "H", "H", "H", "H", "H", "H", "C", "C", "C", "O", "C", "N", "H", "H", "H", "H", "H", "H", "H", "H", "H", "H", "H", "C", "C", "C", "O", "C", "N", "H", "H", "H", "H", "H", "H", "H", "H", "H", "H", "H"], "xyz": [[-3.32, 3.57, 1.18], [-3.90, 4.91, 0.64], [-4.44, 4.67, -0.63], [-4.21, 2.51, 0.87], [-3.14, 3.67, 2.25], [-2.33, 3.45, 0.73], [-3.10, 5.64, 0.68], [-4.70, 5.36, 1.23], [-5.00, 5.41, -0.87], [-4.66, 2.94, 0.15], [0.02, -2.54, 3.45], [0.31, -3.53, 4.59], [1.69, -4.11, 4.49], [0.43, -2.87, 2.17], [0.28, -1.53, 3.78], [-1.06, -2.42, 3.52], [-0.42, -4.35, 4.52], [0.23, -2.97, 5.52], [1.86, -4.06, 3.54], [0.57, -2.03, 1.71], [5.16, -2.95, 3.01], [4.55, -2.70, 1.63], [5.15, -1.71, 0.98], [5.14, -1.73, 3.85], [6.19, -3.31, 3.00], [4.51, -3.69, 3.47], [3.53, -2.31, 1.71], [4.55, -3.59, 1.00], [4.99, -0.99, 1.60], [5.91, -1.64, 4.42], [-2.37, -0.21, 4.85], [-2.86, 0.90, 3.83], [-2.94, 0.44, 2.50], [-2.34, 0.24, 6.20], [-1.41, -0.61, 4.53], [-3.16, -0.96, 4.79], [-2.19, 1.76, 3.80], [-3.83, 1.19, 4.23], [-3.26, 1.17, 1.96], [-2.57, -0.47, 6.80], [1.94, 1.60, 4.47], [2.31, 2.92, 5.18], [1.69, 4.01, 4.47], [2.29, 1.65, 3.04], [0.86, 1.42, 4.54], [2.37, 0.67, 4.84], [3.37, 3.14, 5.05], [2.25, 3.08, 6.26], [2.27, 4.50, 3.88], [1.81, 2.43, 2.76], [1.66, 3.10, -4.21], [2.03, 1.78, -4.97], [3.32, 1.30, -4.95], [2.41, 4.29, -4.63], [1.99, 2.94, -3.18], [0.57, 3.15, -4.23], [1.78, 1.85, -6.04], [1.40, 1.03, -4.49], [3.50, 0.93, -5.82], [3.34, 4.06, -4.64], [-2.89, 2.68, -2.63], [-1.74, 2.23, -3.27], [-2.71, 3.58, -2.04], [-3.72, 2.97, -3.27], [-3.14, 1.82, -2.01], [-1.47, 1.44, -2.81], [1.73, -4.11, -4.73], [1.58, -3.92, -3.31], [2.78, -4.32, -4.92], [0.97, -4.82, -5.05], [1.55, -3.13, -5.18], [2.01, -3.07, -3.17], [4.64, -2.50, -2.00], [3.97, -1.15, -2.22], [5.07, -0.03, -2.31], [5.93, -0.25, -3.40], [6.73, 0.85, -3.85], [3.23, -1.29, -3.52], [4.70, -3.08, -2.92], [4.10, -3.07, -1.25], [5.69, -2.43, -1.72], [3.25, -1.05, -1.41], [5.62, 0.08, -1.38], [4.45, 0.85, -2.47], [7.51, 0.38, -4.46], [7.16, 1.37, -2.99], [6.04, 1.50, -4.40], [4.00, -1.50, -4.14], [3.02, -0.35, -3.80], [0.05, 1.08, 0.54], [0.22, -0.31, 0.13], [0.06, -0.39, -1.40], [-1.09, -0.07, -2.09], [-2.37, -0.57, -1.58], [1.41, -0.73, 0.80], [0.01, 1.19, 1.62], [-0.93, 1.49, 0.30], [0.88, 1.66, 0.13], [-0.65, -0.77, 0.60], [0.34, -1.39, -1.72], [0.84, 0.14, -1.95], [-3.12, -0.36, -2.34], [-2.76, -0.16, -0.64], [-2.26, -1.64, -1.39], [2.07, -1.18, 0.18], [1.86, 0.02, 1.30], [-7.19, 0.82, -1.21], [-6.54, -0.53, -1.49], [-6.11, -1.16, -0.13], [-5.36, -2.35, -0.53], [-4.51, -2.64, 0.61], [-7.51, -1.26, -2.24], [-7.89, 1.20, -1.95], [-6.53, 1.63, -0.91], [-7.92, 0.62, -0.42], [-5.73, -0.43, -2.21], [-6.94, -1.32, 0.55], [-5.54, -0.40, 0.40], [-5.13, -2.90, 1.47], [-3.67, -2.01, 0.91], [-4.15, -3.63, 0.32], [-8.00, -1.68, -1.47], [-6.98, -2.07, -2.54]], "charge": -1, "homo_energy_ev": [0.502, -7.485], "s2": 0.75, "orbital_gap_ev": [1.61, 9.53], "spin_multiplicity": 2}

***

{"formula": "C23H17CoF14N3O5SeTe", "method": "ωB97M-V/def2-TZVPD", "elements": ["Co", "C", "C", "N", "O", "H", "H", "H", "H", "H", "F", "Te", "F", "F", "F", "F", "O", "O", "C", "O", "H", "C", "C", "C", "C", "C", "C", "C", "C", "C", "C", "H", "H", "H", "H", "H", "H", "H", "Se", "N", "C", "C", "C", "C", "C", "C", "N", "H", "H", "H", "H", "F", "C", "F", "F", "C", "O", "C", "F", "F", "F", "C", "F", "F", "F"], "xyz": [[0.31, -0.56, -0.24], [3.70, -2.24, 1.58], [2.46, -2.20, 0.72], [1.88, -3.34, 0.40], [2.06, -1.08, 0.34], [4.44, -2.92, 1.15], [3.40, -2.60, 2.56], [4.12, -1.24, 1.65], [1.96, -4.09, 1.07], [0.99, -3.24, -0.09], [-1.18, -3.45, 4.31], [-0.80, -2.58, 2.59], [-0.23, -4.35, 1.98], [-2.51, -3.27, 2.06], [-1.91, -1.04, 3.24], [1.23, -2.58, 3.26], [-0.55, -1.92, 0.79], [0.07, -1.86, -3.76], [0.46, -2.50, -2.79], [0.51, -2.16, -1.57], [0.80, -3.55, -2.95], [-1.97, 4.46, 1.23], [-1.80, 3.73, 0.03], [-1.13, 2.55, 0.03], [-0.56, 1.98, 1.20], [0.15, 0.74, 1.22], [0.76, 0.40, 2.40], [0.65, 1.16, 3.58], [-0.08, 2.31, 3.59], [-0.69, 2.75, 2.40], [-1.41, 3.97, 2.38], [-2.51, 5.39, 1.23], [-2.21, 4.12, -0.90], [-0.98, 2.03, -0.90], [1.32, -0.52, 2.48], [1.13, 0.80, 4.48], [-0.20, 2.90, 4.49], [-1.50, 4.52, 3.31], [-1.04, 0.60, -2.93], [-1.37, -0.19, -1.37], [-2.58, -0.74, -1.45], [-3.25, -1.47, -0.42], [-4.50, -1.94, -0.66], [-5.17, -1.73, -1.90], [-4.58, -1.03, -2.90], [-3.27, -0.51, -2.70], [-2.61, 0.22, -3.59], [-2.75, -1.64, 0.51], [-5.00, -2.50, 0.12], [-6.17, -2.14, -2.04], [-5.06, -0.85, -3.86], [2.83, 1.66, 0.66], [2.76, 2.31, -0.48], [4.00, 2.79, -0.74], [1.97, 3.37, -0.31], [2.24, 1.42, -1.66], [1.07, 0.82, -1.41], [1.99, 2.36, -2.89], [2.96, 3.26, -3.13], [1.85, 1.64, -4.01], [0.86, 3.06, -2.73], [3.38, 0.41, -2.07], [4.27, 0.95, -2.93], [2.87, -0.66, -2.65], [4.11, -0.01, -1.02]], "charge": -2, "homo_energy_ev": [-2.130, -2.861], "s2": 0.81, "orbital_gap_ev": [6.38, 7.11], "spin_multiplicity": 2}

***

{"formula": "C6H10ClN2", "method": "ωB97M-V/def2-TZVPD", "elements": ["C", "C", "C", "C", "C", "C", "N", "N", "Cl", "H", "H", "H", "H", "H", "H", "H", "H", "H", "H"], "xyz": [[-1.41, 0.77, -0.80], [0.24, -0.78, -0.12], [-1.18, -0.68, -0.47], [0.68, 1.53, -0.20], [-2.14, -1.13, 0.53], [2.54, -0.08, 0.26], [-0.64, 1.74, -0.59], [1.09, 0.18, 0.04], [0.98, 2.31, 1.50], [-2.39, 1.03, -1.29], [0.38, -1.82, 0.16], [-1.08, -1.36, -1.38], [1.41, 2.09, -0.86], [-2.18, -0.35, 1.29], [-2.02, -2.14, 0.99], [-3.07, -1.11, 0.07], [3.11, 0.25, -0.63], [2.72, -1.06, 0.53], [2.97, 0.60, 0.97]], "charge": 1, "homo_energy_ev": -14.743, "smiles": "C[C@H]1C=N[C@@H](Cl)[N+](C)=C1", "orbital_gap_ev": 9.86}

***

{"formula": "C2H4NO", "method": "ωB97M-V/def2-TZVPD", "elements": ["C", "C", "N", "O", "H", "H", "H", "H"], "xyz": [[0.01, -0.11, 1.19], [0.17, -0.18, -0.36], [0.59, -0.92, 1.91], [1.10, -1.64, 2.59], [-0.81, 0.36, 1.67], [0.29, 0.94, -0.51], [0.93, -0.65, -0.90], [-0.89, -0.39, -0.68]], "charge": 1, "homo_energy_ev": -17.161, "smiles": "CC=[N+]=O", "orbital_gap_ev": 9.65}

***

{"formula": "C12H14F3NO3", "method": "ωB97M-V/def2-TZVPD", "elements": ["O", "C", "N", "C", "C", "H", "C", "C", "H", "H", "H", "H", "H", "H", "H", "C", "C", "C", "C", "O", "C", "H", "H", "O", "C", "H", "C", "F", "F", "F", "H", "H", "H"], "xyz": [[-1.32, -0.33, 3.10], [-0.89, 0.08, 1.91], [0.20, 1.00, 1.83], [0.80, 1.55, 0.78], [1.69, 2.58, 1.35], [2.73, 2.50, 0.89], [2.08, 1.81, 2.99], [0.75, 1.61, 3.18], [0.74, 0.79, 3.95], [0.15, 2.32, 3.62], [2.80, 2.69, 3.51], [2.88, 1.20, 2.75], [1.30, 3.56, 1.46], [0.25, 2.06, 0.14], [1.26, 0.84, 0.22], [-1.42, -0.41, 0.90], [-2.50, -1.44, 0.66], [-2.59, -1.56, -0.67], [-1.67, -0.58, -1.51], [-0.99, 0.05, -0.37], [-1.56, -0.17, -2.82], [-1.63, 0.74, -2.84], [-2.08, -0.93, -3.41], [-0.10, -0.49, -3.12], [0.41, -1.46, -3.55], [-0.43, -2.42, -3.88], [0.67, -2.34, -2.07], [1.99, -3.13, -2.45], [1.34, -1.45, -1.12], [-0.09, -3.09, -1.40], [1.25, -1.56, -4.14], [-3.26, -2.09, -1.27], [-2.77, -1.92, 1.41]], "homo_energy_ev": -8.626, "smiles": "O=C(c1ccc(COCC(F)(F)F)o1)N1CCCC1", "orbital_gap_ev": 7.43}